Entry from OMol25: C33H28EuF4N5O9PSb as an isolated structure at a distorted geometry (ωB97M-V with the def2-TZVPD basis set).

Each line ends with the Mulliken spin population.
Atoms and positions in Å:
Eu (-15.4147, 12.6543, -2.0304)  6.94
O (-10.6710, 11.2161, -5.8940)  0.00
C (-11.4392, 11.6443, -4.8424)  0.00
O (-10.9010, 12.0141, -3.8432)  0.00
C (-12.8566, 11.7676, -5.1848)  0.00
C (-13.4764, 12.6571, -6.0691)  0.00
N (-14.7960, 12.7354, -5.7203)  0.00
N (-15.1311, 11.8944, -4.6958)  0.01
C (-13.9868, 11.2163, -4.3916)  0.00
C (-13.9453, 10.1062, -3.3898)  -0.01
O (-13.1306, 9.2200, -3.6376)  0.00
O (-14.7683, 10.2180, -2.4266)  0.00
H (-11.2126, 10.9379, -6.6607)  0.00
H (-13.0836, 13.2577, -6.8949)  0.00
H (-15.4712, 13.3676, -6.1369)  0.00
F (-18.9170, 3.5662, -2.4579)  0.00
C (-18.5141, 4.8470, -2.1437)  0.00
C (-19.2240, 5.5172, -1.1488)  0.00
C (-18.7651, 6.8030, -0.8208)  0.00
C (-17.6885, 7.3543, -1.5119)  0.00
C (-16.9364, 6.6071, -2.3949)  0.00
C (-17.3567, 5.3333, -2.7670)  0.00
Sb (-17.1692, 9.4149, -1.0531)  0.00
C (-19.2192, 10.0228, -0.5454)  0.00
C (-20.2651, 9.5316, -1.2894)  0.00
C (-21.5794, 9.9232, -1.0039)  0.00
C (-21.7573, 10.8692, 0.0136)  0.00
F (-23.0463, 11.2759, 0.3023)  0.00
C (-20.7022, 11.4504, 0.7023)  0.00
C (-19.4113, 10.9932, 0.4215)  0.00
C (-17.6653, 10.1814, -3.0470)  -0.01
C (-17.2665, 9.5620, -4.2172)  0.01
C (-17.5585, 10.1208, -5.4742)  0.00
C (-18.0955, 11.4145, -5.4928)  0.00
F (-18.1666, 12.0996, -6.6911)  0.00
C (-18.4246, 12.1071, -4.3297)  0.00
C (-18.2500, 11.4436, -3.1017)  0.02
H (-20.1362, 5.0939, -0.6828)  0.00
H (-19.2403, 7.3660, -0.0089)  0.00
H (-15.9883, 7.0042, -2.7853)  0.00
H (-16.7425, 4.7531, -3.4695)  0.00
H (-20.0647, 8.8487, -2.1325)  0.00
H (-22.4025, 9.5256, -1.5980)  0.00
H (-20.8796, 12.1895, 1.5056)  0.00
H (-18.5444, 11.4363, 0.9046)  0.00
H (-16.7109, 8.6110, -4.1631)  0.00
H (-17.3147, 9.5876, -6.4101)  0.00
H (-18.8185, 13.1430, -4.3867)  0.00
H (-18.5734, 11.9429, -2.1843)  -0.01
C (-16.9872, 14.3652, 1.5832)  0.00
P (-16.0123, 12.8459, 1.5214)  0.00
C (-14.2731, 13.3014, 1.7511)  0.00
C (-16.4216, 11.7430, 2.8824)  0.00
O (-16.2622, 12.1356, 0.1539)  0.03
H (-16.8236, 14.8816, 2.5452)  0.00
H (-18.0457, 14.1233, 1.4679)  0.00
H (-16.6882, 15.0165, 0.7474)  0.00
H (-14.0893, 13.6022, 2.7980)  0.00
H (-14.0287, 14.1572, 1.1085)  0.00
H (-13.6341, 12.4645, 1.4833)  0.00
H (-16.2821, 12.2708, 3.8690)  0.00
H (-15.7352, 10.8813, 2.8679)  0.00
H (-17.4633, 11.3964, 2.8515)  0.00
N (-17.2718, 15.8224, -2.4278)  0.00
C (-17.2964, 14.6590, -2.5807)  0.01
F (-12.3213, 19.1797, -3.6955)  0.00
C (-12.8486, 18.1967, -2.9602)  0.00
C (-12.1238, 17.2004, -2.4057)  0.00
N (-12.6988, 16.1126, -1.7811)  0.00
C (-11.9216, 14.8894, -1.6754)  0.00
C (-12.7668, 13.6333, -2.0011)  -0.01
O (-12.8604, 12.6202, -1.2344)  0.00
O (-13.4445, 13.7550, -3.0982)  0.00
C (-14.0640, 16.1229, -1.4895)  0.00
O (-14.5755, 15.3598, -0.6662)  0.00
N (-14.7852, 17.1042, -2.1297)  0.00
C (-14.3163, 18.2143, -2.8397)  0.00
O (-15.0398, 19.0736, -3.2799)  0.00
H (-11.0292, 17.1821, -2.5068)  0.00
H (-11.4414, 14.8475, -0.6892)  0.00
H (-11.1231, 14.9621, -2.4435)  0.00
H (-15.8082, 16.9009, -2.1505)  0.00

Energy relative to the best compared isomer or geometry (same formula, charge and spin) in eV: 0.000
Charge: -1
Spin multiplicity: 8
LUMO (alpha / beta) in eV: 2.08 / 2.08
Max |F| in eV Å⁻¹: 3.609
<S²>: 15.759

---

Entry from OMol25: a 14-piece molecular cluster, C44H104N12O16 overall at a distorted geometry (ωB97M-V with the def2-TZVPD basis set).

Each line ends with the Mulliken charge.
Atoms and positions in Å:
C (0.3751, -0.2258, 1.5759)  -0.21
O (-0.1044, -1.2425, 0.6636)  0.53
C (0.3381, -2.5727, 1.1791)  -0.35
C (-0.6324, -3.1872, 2.2002)  -1.32
O (-1.9467, -2.9598, 1.8304)  0.03
C (-2.7676, -3.8072, 2.6117)  -1.03
H (1.5121, -0.2093, 1.5918)  -0.16
H (0.0014, -0.4085, 2.5919)  0.22
H (0.0018, 0.7262, 1.1947)  -0.19
H (1.3726, -2.4175, 1.6447)  0.07
H (0.5207, -3.0613, 0.2736)  0.11
H (-0.4101, -2.8050, 3.1716)  0.45
H (-0.3205, -4.1977, 2.2726)  0.63
H (-2.4046, -4.8435, 2.5522)  0.29
H (-3.7326, -3.7225, 2.1709)  0.21
H (-2.8121, -3.4689, 3.6384)  0.40
C (4.7477, -1.8229, 2.9919)  -0.83
O (3.3443, -1.7530, 2.9889)  0.13
C (2.7264, -2.0449, 4.2335)  -0.65
C (2.6768, -3.5070, 4.4387)  -0.72
O (1.8199, -4.0729, 3.4805)  0.36
C (1.3888, -5.3940, 3.7675)  -0.89
H (5.1711, -1.9495, 1.9995)  0.10
H (5.0757, -2.6149, 3.7437)  0.36
H (5.0994, -0.9039, 3.5105)  0.23
H (1.6649, -1.6809, 4.2206)  0.06
H (3.3204, -1.5964, 5.0910)  0.47
H (2.3397, -3.6754, 5.4998)  0.31
H (3.6777, -3.8953, 4.3713)  0.46
H (1.0101, -5.7411, 2.8427)  0.21
H (0.6190, -5.5172, 4.5531)  0.23
H (2.2505, -5.9765, 4.0645)  0.37
C (-1.4289, 0.3686, -6.1564)  -1.27
C (-0.6109, 1.6189, -5.9679)  0.81
O (-0.7340, 2.4613, -5.0742)  -0.88
N (0.2313, 1.9008, -7.0004)  -0.13
C (1.0852, 3.0315, -6.9257)  -0.74
H (-1.8955, 0.4940, -7.0987)  0.47
H (-2.1574, 0.4098, -5.3937)  0.16
H (-0.8178, -0.4650, -5.9620)  0.39
H (0.3223, 1.2977, -7.7628)  0.22
H (1.8254, 2.9515, -7.7072)  0.36
H (1.5400, 3.2221, -5.9469)  0.09
H (0.4530, 3.9201, -6.9705)  0.29
C (-4.6948, 3.2472, -5.0801)  -1.29
C (-4.2518, 3.2886, -3.6649)  0.86
O (-5.0754, 3.5002, -2.7428)  -0.73
N (-2.9293, 3.2798, -3.4802)  0.22
C (-2.2128, 3.3976, -2.1627)  -0.32
H (-5.7196, 3.4138, -5.1101)  0.43
H (-4.5487, 2.2081, -5.4353)  0.24
H (-4.1779, 3.9380, -5.7996)  0.33
H (-2.3190, 2.9452, -4.2021)  0.23
H (-2.9648, 3.1408, -1.3867)  -0.33
H (-1.8659, 4.4689, -1.9221)  0.33
H (-1.2555, 2.8135, -2.1373)  0.20
C (-4.3963, 0.6442, 5.8814)  -0.70
C (-4.7596, -0.6906, 5.2015)  0.77
O (-4.3673, -1.7547, 5.6283)  -0.67
N (-5.8550, -0.6627, 4.4252)  -0.13
C (-6.5484, -1.9160, 4.0219)  -0.95
H (-4.7268, 1.5185, 5.2483)  -0.10
H (-3.3326, 0.8047, 6.0741)  0.30
H (-4.9899, 0.5727, 6.7707)  0.36
H (-6.2509, 0.2032, 4.0814)  0.18
H (-6.5531, -2.1009, 2.9288)  0.23
H (-7.5687, -1.7622, 4.3207)  0.36
H (-6.0877, -2.7288, 4.5299)  0.34
C (-3.3608, 1.4547, 1.3072)  0.76
C (-3.4424, 2.3536, 2.5935)  0.40
O (-2.4007, 2.6577, 3.1964)  -0.77
N (-4.5820, 2.9946, 2.9008)  0.14
C (-4.6053, 4.0198, 3.8892)  -1.08
H (-3.6686, 2.1204, 0.4774)  -0.72
H (-4.1589, 0.7253, 1.3295)  0.37
H (-2.4493, 0.8902, 1.1528)  -0.30
H (-5.4093, 2.8372, 2.3439)  0.08
H (-3.6923, 4.6466, 3.9117)  0.29
H (-4.6316, 3.6785, 4.9436)  0.25
H (-5.4277, 4.6406, 3.7992)  0.44
C (0.8471, 4.7689, 5.2192)  -1.12
C (1.1683, 4.2415, 3.8559)  0.71
O (2.3773, 4.0125, 3.6172)  -0.79
N (0.2211, 3.9260, 2.9993)  0.11
C (0.4207, 3.4640, 1.6448)  -0.27
H (1.4570, 5.6698, 5.3611)  0.34
H (1.1834, 3.9295, 5.8110)  0.29
H (-0.2341, 4.9724, 5.3693)  0.28
H (-0.7476, 3.9985, 3.1777)  0.14
H (-0.4769, 3.4753, 1.0621)  0.38
H (0.8310, 2.4746, 1.6795)  -0.41
H (1.1063, 4.1262, 1.1109)  0.33
C (-6.2525, 3.8555, 0.0152)  -1.01
C (-6.4846, 2.3387, 0.0101)  0.77
O (-6.8340, 1.7776, 1.0577)  -0.69
N (-6.3907, 1.6296, -1.1409)  0.02
C (-6.6417, 0.1704, -1.1422)  -0.87
H (-6.4133, 4.2947, -0.9661)  0.40
H (-5.1757, 4.1121, 0.1835)  0.16
H (-6.7911, 4.3838, 0.8340)  0.38
H (-5.9628, 2.0818, -1.9615)  0.18
H (-6.7401, -0.1581, -2.1521)  0.39
H (-7.5241, -0.1916, -0.6147)  0.27
H (-5.7825, -0.2799, -0.6098)  0.17
C (-2.4299, -1.3403, -2.0973)  0.50
C (-3.2776, -2.5461, -1.9956)  0.23
O (-4.0843, -2.8991, -2.8562)  -0.73
N (-3.3711, -3.2739, -0.8138)  0.75
C (-4.3209, -4.2998, -0.7470)  -1.22
H (-3.0186, -0.4537, -1.9782)  0.11
H (-2.0713, -1.3708, -3.1616)  -0.05
H (-1.6554, -1.4577, -1.2937)  -0.45
H (-2.6466, -3.3036, -0.0535)  -0.11
H (-4.4505, -5.0342, -1.6032)  0.27
H (-5.3973, -4.0148, -0.5458)  0.26
H (-4.2276, -4.8935, 0.1422)  0.43
C (5.0805, 4.7027, 1.1777)  -1.32
C (4.9131, 3.2469, 0.8983)  0.71
O (5.6541, 2.6032, 0.2095)  -0.57
N (3.8798, 2.6620, 1.5128)  0.34
C (3.7181, 1.2887, 1.3583)  0.14
H (4.2674, 5.1910, 1.7789)  0.21
H (4.9994, 5.3075, 0.3040)  0.38
H (6.1434, 4.8509, 1.6522)  0.29
H (3.2398, 3.1258, 2.1766)  0.21
H (3.4228, 1.1585, 0.2608)  -0.34
H (2.8792, 0.9232, 1.9801)  0.51
H (4.6642, 0.7891, 1.6651)  -0.22
C (5.7348, -0.4443, -1.7291)  0.42
C (6.8662, -1.0173, -0.8975)  0.43
O (7.7228, -1.7571, -1.4022)  -0.70
N (6.8356, -0.6053, 0.4124)  0.00
C (7.9644, -0.9020, 1.3302)  -1.02
H (6.2486, 0.0515, -2.5667)  0.03
H (5.2299, 0.3561, -1.1627)  -0.08
H (4.9964, -1.1568, -2.0911)  -0.13
H (6.3782, 0.2782, 0.5054)  0.11
H (8.9292, -0.4878, 0.8735)  0.30
H (8.0177, -1.9137, 1.5563)  0.33
H (7.7362, -0.2645, 2.2231)  0.34
C (2.7792, -5.1033, 0.2875)  -0.51
C (1.4138, -5.7474, -0.0009)  0.66
O (0.7670, -6.3827, 0.8079)  -0.71
N (0.9072, -5.5086, -1.2900)  0.02
C (-0.4103, -6.0555, -1.6692)  -0.97
H (3.4742, -5.9144, -0.0229)  0.48
H (2.9234, -4.8076, 1.3619)  -0.19
H (2.9090, -4.2235, -0.3114)  0.07
H (1.3965, -4.9125, -1.8928)  0.39
H (-0.6726, -5.7988, -2.7302)  0.31
H (-1.1989, -5.6316, -1.1049)  0.25
H (-0.3735, -7.1465, -1.6175)  0.32
C (3.4927, -2.4021, -4.7442)  -1.31
C (2.7048, -2.5204, -3.5157)  0.74
O (2.2426, -3.5950, -3.1860)  -0.71
N (2.4731, -1.3364, -2.8890)  0.75
C (1.4003, -1.2220, -1.9092)  0.03
H (4.4927, -2.7354, -4.5214)  0.27
H (3.4839, -1.3893, -5.0922)  0.18
H (3.0725, -3.0209, -5.4895)  0.47
H (2.5799, -0.5386, -3.4851)  -0.19
H (1.5613, -1.9879, -1.1840)  -0.73
H (0.4066, -1.2614, -2.3779)  0.35
H (1.5264, -0.2168, -1.4742)  -0.17
C (5.5554, 2.0861, -5.1921)  -1.41
C (4.3528, 1.9553, -4.2920)  0.74
O (3.4465, 1.1966, -4.5703)  -0.59
N (4.2990, 2.6586, -3.1585)  -0.04
C (3.1750, 2.6491, -2.1615)  0.44
H (5.8196, 3.0909, -5.5429)  0.39
H (5.6352, 1.4802, -6.1073)  0.33
H (6.3966, 1.7248, -4.5409)  0.33
H (5.1175, 3.1382, -2.8475)  0.25
H (3.5639, 2.7848, -1.1618)  -0.55
H (2.7175, 1.6247, -2.3152)  -0.24
H (2.3830, 3.4464, -2.3302)  0.33

Energy relative to the best compared isomer or geometry (same formula, charge and spin) in eV: 1.997
Spin multiplicity: 1
LUMO in eV: 0.29
Max |F| in eV Å⁻¹: 4.205

---

Entry from OMol25: C32H56N3OP2Pt as an isolated structure at a distorted geometry (ωB97M-V with the def2-TZVPD basis set).

Each line ends with the Mulliken spin population.
Atoms and positions in Å:
C (-2.7853, -0.7889, -1.1378)  0.27
C (-1.4428, -2.3659, 0.0305)  0.61
C (-3.6880, -1.7901, -1.5016)  0.31
C (-2.2674, -3.4103, -0.4005)  -0.04
C (-3.4025, -3.1118, -1.1476)  0.47
H (-4.5637, -1.5121, -2.0794)  -0.02
H (-2.0063, -4.4286, -0.1105)  -0.01
H (-4.0674, -3.9142, -1.4575)  0.02
N (-1.7479, -1.0941, -0.3535)  0.43
P (-1.2530, 1.5257, -1.5693)  -0.02
P (0.1648, -1.1196, 1.9792)  0.12
C (-2.8903, 0.6448, -1.6307)  0.07
H (-3.3161, 0.6689, -2.6452)  -0.01
H (-3.5862, 1.2093, -0.9869)  0.03
C (-0.1981, -2.5022, 0.8095)  0.24
H (0.0538, -3.5212, 1.1284)  -0.06
C (1.9802, -1.2091, 2.5148)  0.01
C (-0.9821, -1.5098, 3.4052)  0.01
C (-0.4327, 1.0058, -3.1974)  -0.01
C (-1.6995, 3.3524, -1.6698)  0.02
C (2.8335, -0.2223, 1.6999)  0.02
H (2.4903, 0.8128, 1.8180)  -0.01
H (3.8742, -0.2936, 2.0514)  0.00
H (2.8217, -0.4552, 0.6322)  0.01
C (2.1878, -0.8442, 3.9937)  0.00
H (1.8016, 0.1568, 4.2229)  0.00
H (1.7596, -1.5777, 4.6864)  0.00
H (3.2722, -0.8266, 4.1849)  0.00
C (2.4868, -2.6307, 2.2603)  0.01
H (3.5094, -2.7112, 2.6609)  0.00
H (1.8802, -3.3993, 2.7579)  0.00
H (2.5276, -2.8429, 1.1836)  -0.01
C (-0.8938, -0.4325, 4.5003)  0.00
H (-0.9200, 0.5845, 4.0875)  0.00
H (-1.7642, -0.5526, 5.1617)  0.00
H (-0.0014, -0.5349, 5.1250)  0.00
C (-2.4400, -1.5589, 2.9193)  0.01
H (-2.7411, -0.6242, 2.4309)  0.00
H (-2.6270, -2.3956, 2.2371)  0.00
H (-3.0850, -1.6990, 3.8003)  0.00
C (-0.6008, -2.8903, 3.9612)  0.01
H (-0.5733, -3.6682, 3.1857)  0.00
H (0.3597, -2.8945, 4.4902)  0.00
H (-1.3750, -3.1868, 4.6848)  0.00
C (-0.4492, 4.1553, -2.0646)  0.00
H (-0.6971, 5.2260, -2.0000)  0.00
H (0.3845, 3.9507, -1.3790)  0.00
H (-0.1150, 3.9636, -3.0909)  0.00
C (-2.1769, 3.8456, -0.2955)  0.00
H (-2.9735, 3.2125, 0.1147)  0.00
H (-1.3584, 3.9045, 0.4268)  0.00
H (-2.5871, 4.8581, -0.4243)  0.00
C (-2.8462, 3.6182, -2.6607)  0.00
H (-3.7463, 3.0435, -2.4105)  0.00
H (-3.1005, 4.6855, -2.5903)  0.00
H (-2.5792, 3.4220, -3.7013)  0.00
C (-0.6838, -0.4841, -3.4505)  0.00
H (-1.7404, -0.7102, -3.6413)  0.00
H (-0.1081, -0.7916, -4.3358)  0.00
H (-0.3448, -1.0884, -2.6027)  0.01
C (1.0800, 1.2383, -3.0552)  0.02
H (1.5193, 0.5017, -2.3708)  0.02
H (1.5545, 1.1144, -4.0402)  0.00
H (1.3237, 2.2356, -2.6688)  0.00
C (-0.9633, 1.7545, -4.4284)  0.01
H (-2.0420, 1.6039, -4.5711)  0.00
H (-0.7309, 2.8243, -4.4220)  0.00
H (-0.4623, 1.3288, -5.3122)  0.00
Pt (-0.3702, 0.4349, 0.3145)  0.64
C (-0.4594, 1.7643, 1.5574)  0.00
O (-0.4832, 2.5818, 2.3897)  0.06
N (1.0839, -0.8317, -0.8001)  0.54
C (1.1266, -2.0341, -0.6290)  0.03
C (1.8274, -3.2051, -1.3871)  0.13
C (1.5716, -4.5608, -0.7412)  -0.01
C (1.2280, -3.2314, -2.7844)  -0.01
C (3.3242, -2.8798, -1.4377)  0.00
H (1.9517, -4.6218, 0.2841)  0.00
H (0.5037, -4.8138, -0.7424)  0.00
H (2.0962, -5.3220, -1.3328)  0.00
H (1.4063, -2.2723, -3.2812)  0.00
H (1.7047, -4.0213, -3.3733)  0.00
H (0.1476, -3.4252, -2.7453)  0.01
H (3.8916, -3.5172, -0.7511)  0.00
H (3.6848, -3.0371, -2.4573)  0.00
H (3.5076, -1.8291, -1.1757)  0.00
C (2.2701, 6.1184, 1.6251)  0.00
C (2.1596, 4.7011, 2.1993)  0.00
C (1.9377, 3.7209, 1.1516)  0.03
N (1.7789, 2.9412, 0.2995)  0.03
H (3.1344, 6.1876, 0.9561)  0.00
H (2.3884, 6.8621, 2.4164)  0.00
H (1.3716, 6.3738, 1.0512)  0.00
H (3.0785, 4.4271, 2.7376)  0.00
H (1.3279, 4.6347, 2.9146)  0.00

Charge: +3
Spin multiplicity: 5
LUMO (alpha / beta) in eV: -9.38 / -13.11
Max |F| in eV Å⁻¹: 6.818
<S²>: 6.032